Molecular formula: C5H10O3
Method: DFT, wB97M-V/def2-TZVPD

Calculated values
Energy relative to the best compared isomer or geometry (same formula, charge and spin) in kJ/mol: 111.1
Calculated total energy in hartree: -422.21427
HOMO-LUMO gap in eV: 9.21
SMILES: CC(C)=CO.O=CO
LUMO in eV: 0.535
Highest occupied orbital energy in Eh: -0.3187

Each line ends with the Löwdin charge.
Geometry (Å):
C  0.268  -1.183  -1.226  -0.048
C  0.033  -0.791  0.206  -0.371
C  1.253  -0.818  1.073  -0.058
C  -1.147  -0.441  0.707  -0.196
O  -2.343  -0.343  0.044  -0.002
H  -0.614  -1.081  -1.859  0.068
H  0.596  -2.228  -1.280  0.090
H  1.065  -0.576  -1.637  0.081
H  0.998  -0.670  2.115  0.080
H  1.940  -0.026  0.770  0.071
H  1.769  -1.769  0.966  0.080
H  -1.267  -0.165  1.744  0.127
H  -2.243  -0.697  -0.848  0.083
O  1.484  1.993  -0.406  0.077
C  0.296  2.072  -0.378  -0.428
O  -0.395  2.481  0.685  0.086
H  -0.341  1.833  -1.257  0.149
H  -1.351  2.408  0.580  0.112

=====

Molecular formula: C5H10O3
Method: DFT, wB97M-V/def2-TZVPD

Calculated values
Energy relative to the best compared isomer or geometry (same formula, charge and spin) in kJ/mol: 144.6
Calculated total energy in hartree: -422.20152
HOMO-LUMO gap in eV: 10.00
SMILES: CC(=O)C(=O)O.CC
LUMO in eV: 0.290
Highest occupied orbital energy in Eh: -0.3569

Each line ends with the Löwdin charge.
Geometry (Å):
C  1.233  0.781  1.473  -0.013
C  1.393  -0.122  0.289  -0.367
O  2.014  -1.150  0.297  0.123
C  1.417  0.812  -1.138  -0.463
O  1.290  2.008  -1.180  0.108
O  1.683  0.062  -2.206  0.113
H  0.182  1.062  1.532  0.072
H  1.785  1.714  1.383  0.096
H  1.510  0.281  2.398  0.092
H  1.545  0.571  -3.024  0.138
C  -1.416  -0.197  -0.335  -0.163
C  -2.098  -1.327  0.413  -0.147
H  -1.396  0.715  0.260  0.061
H  -1.956  0.087  -1.237  0.076
H  -0.328  -0.465  -0.690  0.075
H  -2.261  -2.185  -0.238  0.067
H  -3.093  -1.014  0.728  0.066
H  -1.507  -1.632  1.276  0.066

=====

Molecular formula: C5H10O3
Method: DFT, wB97M-V/def2-TZVPD

Calculated values
Energy relative to the best compared isomer or geometry (same formula, charge and spin) in kJ/mol: 294.3
Calculated total energy in hartree: -422.14449
HOMO-LUMO gap in eV: 9.33
LUMO in eV: 0.812
Highest occupied orbital energy in Eh: -0.3129

Each line ends with the Löwdin charge.
Geometry (Å):
C  0.304  -0.454  -1.871  0.003
C  -0.670  -0.011  -0.798  -0.632
O  -1.931  -0.531  -1.060  0.031
O  -0.658  1.275  -0.430  -0.060
H  -2.545  0.212  -0.960  0.123
H  0.056  0.102  -2.778  0.092
H  0.220  -1.523  -2.062  0.091
H  1.323  -0.206  -1.583  0.076
C  1.490  1.109  1.227  -0.034
C  -0.166  -0.795  0.761  -0.261
C  0.110  0.564  1.146  -0.077
O  -1.207  -1.434  1.430  -0.011
H  -1.904  -1.620  0.784  0.089
H  0.692  -1.444  0.588  0.143
H  -0.629  1.033  1.786  0.149
H  2.160  0.636  0.512  0.083
H  1.864  0.902  2.236  0.102
H  1.490  2.186  1.071  0.093